DFT (ωB97M-V/def2-TZVPD) results for the molecule CH2ClNO2S2.

Each line ends with the natural charge from an NBO analysis.
Atoms and positions in Å:
Cl -1.20868 2.51493 -0.82408  0.18
S -3.24743 0.84662 0.55753  0.13
S 0.75076 0.04562 -0.88948  2.12
O 0.85377 0.94502 -2.04196  -0.90
O 1.30560 -1.28287 -0.67751  -0.90
N -0.88437 -0.08318 -0.61428  -0.92
C -1.83707 1.16581 -0.15252  -0.11
H 1.05351 0.73955 0.20053  -0.03
H -1.15763 -1.00668 -0.50451  0.42

The structure (SMILES) is O=[SH](=O)NC(=S)Cl. The value obtained for the relative energy (zero: lowest compared OMol25 entry of this formula, charge and spin) is 179.6 kJ/mol. The calculation puts the highest occupied orbital energy at -10.06 eV. Its gap between HOMO and LUMO is 9.0 eV. The calculation puts the LUMO energy at -0.03995 Eh.